8
Properties=species:S:1:pos:R:3:forces:R:3:mulliken_charge:R:1 method="wB97M-V/def2-TZVPD" e_lumo_ev=-1.1 homo_energy_ev=-5.29 e_tot_ev=-25592.0796 relative_energy_kcal_mol=0.0 total_charge=0
H 0.6855 1.8221 -1.4646 -0.076 -0.344 -0.201 0.23
O 2.7021 -0.4647 -1.5526 0.019 -0.547 -0.059 -0.47
C 1.6745 0.0549 -1.2881 -0.106 1.068 -0.111 0.60
C 0.6664 0.8523 -0.9424 0.383 -0.054 0.480 -0.52
O -0.2140 0.6243 0.0309 -0.401 -0.014 1.030 -0.74
C -2.0457 -1.5516 1.3707 -1.097 -0.694 -0.006 0.10
O -2.9177 -2.2224 1.0944 1.110 0.774 0.096 -0.15
K -0.5511 0.8851 2.7515 0.167 -0.188 -1.229 0.94